1.
C21H23N3O6S | ωB97M-V/def2-TZVPD

```
54
Properties=species:S:1:pos:R:3:forces:R:3
C -5.328721 -0.118335 1.638348 -0.145 0.180 0.159
O -4.448036 -1.021369 1.005839 0.382 -0.186 -0.256
C -3.538608 -0.523178 0.117870 0.070 -0.058 -0.074
C -3.541602 0.807043 -0.290654 0.047 0.089 -0.215
C -2.543457 1.297042 -1.113845 -0.368 -0.583 -0.077
C -2.505038 2.741131 -1.450359 -0.053 -0.040 -0.051
O -3.420900 3.386700 -1.896757 -0.149 0.017 0.013
N -1.265770 3.328991 -1.244486 0.141 0.519 -0.310
C -0.235244 2.784017 -0.512089 0.755 -0.239 0.445
S 1.380862 2.699906 -1.147442 -0.472 -0.191 0.507
C 1.922623 1.817304 0.249884 -0.415 0.372 -0.177
C 3.376260 1.532729 0.383395 -0.059 -0.035 0.183
O 4.196903 2.429270 0.328407 0.119 0.276 -0.156
N 3.712523 0.241091 0.611965 0.111 -0.114 0.058
C 2.867702 -0.913781 0.404540 -0.064 -0.398 -0.336
C 3.433235 -1.745363 -0.756838 -0.337 0.088 0.183
O 4.770395 -2.111578 -0.523863 0.063 -0.166 0.017
C 5.587005 -0.971736 -0.367165 0.078 0.250 0.236
C 5.107172 -0.110358 0.803566 0.367 -0.016 -0.165
C 0.929167 1.628522 1.163966 0.253 -0.084 -0.272
C 1.076708 0.958811 2.487858 0.012 0.010 -0.013
C -0.313774 2.182119 0.725691 0.853 0.379 -0.847
C -1.465427 2.159000 1.527344 -0.378 0.114 0.404
N -2.369928 2.149433 2.233422 -0.266 0.011 0.247
C -1.562919 0.445503 -1.613619 -0.102 -0.116 -0.102
C -1.577220 -0.892122 -1.264515 -0.028 -0.071 0.083
O -0.665186 -1.808979 -1.700594 -0.328 0.015 0.259
C 0.231452 -1.418977 -2.710823 0.122 0.064 -0.134
C -2.553695 -1.393838 -0.377731 0.078 -0.161 -0.046
O -2.398264 -2.711318 -0.078359 0.173 0.538 -0.032
C -3.468985 -3.463947 0.449839 -0.301 -0.379 0.210
H -6.037684 0.316889 0.927819 0.029 -0.011 0.015
H -4.779876 0.677509 2.149117 -0.028 -0.019 -0.027
H -5.873623 -0.714797 2.368616 -0.002 0.089 -0.039
H -4.288496 1.494180 0.067341 -0.084 0.045 0.110
H -1.136469 4.245141 -1.656497 -0.135 -0.096 0.085
H 1.846875 -0.610319 0.178219 0.027 -0.039 0.035
H 2.870656 -1.523196 1.314940 -0.068 0.011 -0.046
H 2.870292 -2.673099 -0.866467 -0.037 0.071 -0.032
H 3.363169 -1.161401 -1.688799 -0.037 -0.041 0.056
H 6.597216 -1.340214 -0.186153 -0.025 0.090 -0.025
H 5.576699 -0.372060 -1.289972 0.023 -0.034 0.066
H 5.684538 0.812466 0.867711 -0.026 -0.136 0.036
H 5.198846 -0.675754 1.737068 0.032 0.027 -0.045
H 0.577596 -0.010738 2.477221 -0.015 -0.078 0.053
H 0.604520 1.563209 3.260824 0.006 -0.020 0.087
H 2.124820 0.817738 2.736267 0.031 -0.043 0.066
H -0.818559 0.830792 -2.291018 0.142 -0.002 -0.026
H -0.296099 -1.069832 -3.604204 0.024 0.010 0.034
H 0.917510 -0.635812 -2.368593 -0.022 0.026 -0.006
H 0.803319 -2.312285 -2.956079 0.000 0.070 -0.026
H -3.661746 -3.218276 1.495800 0.011 -0.050 -0.130
H -3.148359 -4.502853 0.371900 -0.051 0.055 -0.006
H -4.384363 -3.320998 -0.127857 0.047 -0.008 0.023
```
Positions in Å, forces in eV/Å.

Results
Energy above the lowest of the compared OMol25 structures with the same formula, charge and spin: 4.013 eV
Calculated total energy: -49739.554 eV
Max |F|: 1.26 eV Å⁻¹
E_HOMO: -0.3017 hartree
Multiplicity: 1
M: 445.50 g/mol
SMILES: COc1cc(C(=O)Nc2sc(C(=O)N3CCOCC3)c(C)c2C#N)cc(OC)c1OC
LUMO: 0.0009 Ha


2.
C19H18FNO5S | ωB97M-V/def2-TZVPD

```
45
Properties=species:S:1:pos:R:3:forces:R:3
O -3.641053 -2.106707 1.326805 0.075 -0.010 -0.002
C -2.624119 -1.644863 0.873890 0.330 -0.099 0.222
C -1.291379 -1.824260 1.607983 -0.332 -0.210 0.383
O -0.381091 -0.751132 1.395626 0.120 -0.174 -0.023
C -0.840728 0.463688 1.706591 0.133 0.308 0.105
O -1.935204 0.662589 2.158781 -0.105 -0.038 0.109
C 0.198028 1.536397 1.390618 -0.083 -0.077 0.653
C -0.364018 2.940657 1.607700 -0.057 -0.165 -0.052
C -1.069724 3.207592 0.279797 0.110 -0.177 0.052
C -0.154434 2.538500 -0.746429 -0.154 0.527 -0.786
N 0.520823 1.457755 -0.027195 1.055 -0.121 -0.090
S 2.138192 1.219947 -0.392556 -0.301 -0.384 -0.026
O 2.988746 1.681136 0.662993 -0.136 -0.185 0.136
O 2.360796 1.716382 -1.717359 -0.272 -0.115 -0.131
C 2.184426 -0.573097 -0.476256 0.132 0.649 0.233
C 2.081942 -1.171311 -1.718684 0.045 -0.068 -0.113
C 2.063580 -2.551354 -1.831518 -0.022 0.046 -0.057
C 2.150567 -3.336736 -0.691769 -0.018 0.064 -0.002
C 2.262122 -2.749258 0.556954 -0.007 0.237 0.063
C 2.277875 -1.366573 0.652122 0.106 -0.246 0.106
F 2.385098 -0.808401 1.865149 0.020 -0.092 -0.069
C -2.564578 -0.901013 -0.403447 -0.292 0.222 -0.497
C -3.660605 -0.115500 -0.757845 0.145 -0.101 0.098
C -3.648465 0.602154 -1.938187 -0.066 0.035 -0.021
C -2.553340 0.523525 -2.784522 0.046 -0.046 -0.038
C -1.468566 -0.270858 -2.445826 -0.013 -0.020 -0.121
C -1.464842 -0.975192 -1.256214 -0.207 -0.057 0.139
H -0.785144 -2.721724 1.243233 -0.013 0.088 0.019
H -1.506845 -1.934008 2.676280 -0.007 -0.020 -0.208
H 1.101319 1.336801 1.974236 -0.204 -0.009 0.091
H -1.043579 2.971448 2.456252 0.066 0.039 0.032
H 0.455293 3.641948 1.763166 0.054 -0.021 0.019
H -1.201726 4.267730 0.076416 -0.039 0.000 -0.050
H -2.045368 2.720890 0.282140 -0.047 0.035 -0.009
H -0.706871 2.116990 -1.588621 0.053 0.170 0.056
H 0.596089 3.231208 -1.135234 -0.198 0.059 -0.021
H 2.029605 -0.525018 -2.580074 -0.015 0.005 -0.167
H 1.982297 -3.013928 -2.802735 0.004 -0.017 -0.092
H 2.135811 -4.412938 -0.774033 0.008 -0.090 0.001
H 2.339672 -3.341668 1.455093 0.013 -0.019 0.113
H -4.503516 -0.071710 -0.085268 -0.086 0.001 0.062
H -4.494095 1.218826 -2.203252 -0.073 0.055 -0.021
H -2.545936 1.079145 -3.710781 0.009 0.050 -0.077
H -0.619164 -0.337987 -3.108640 0.093 0.000 -0.080
H -0.618849 -1.597282 -1.007535 0.129 -0.023 0.061
```
Positions in Å, forces in eV/Å.

Results
Energy above the lowest of the compared OMol25 structures with the same formula, charge and spin: 0.000 eV
Calculated total energy: -45275.251 eV
Max |F|: 1.07 eV Å⁻¹
E_HOMO: -0.3532 hartree
Multiplicity: 1
M: 391.42 g/mol
SMILES: O=C(COC(=O)[C@@H]1CCCN1S(=O)(=O)c1ccccc1F)c1ccccc1
LUMO: 0.0099 Ha


3.
C2H5LiO2Tl | ωB97M-V/def2-TZVPD

```
11
Properties=species:S:1:pos:R:3:forces:R:3
H 1.994779 -1.615245 -3.737253 -0.518 -0.053 0.774
Li 0.665451 -1.573626 -1.679504 -0.137 0.092 0.224
O 0.347206 1.834074 0.252773 -0.410 2.044 1.624
C 0.181352 0.493991 0.010463 -0.380 -0.160 -0.057
C -0.660264 -0.482977 0.853548 0.436 1.094 -0.750
O -0.573948 -1.661817 0.148365 -0.020 0.656 0.839
Tl -0.723275 2.614406 1.926608 0.046 -0.028 -0.064
H 1.210391 0.097527 0.260447 -0.646 -0.532 -2.083
H -0.541616 0.544515 -0.862168 2.049 -1.218 -0.593
H -1.644144 0.062667 0.936330 -0.508 -0.715 -0.132
H -0.255932 -0.313515 1.890392 0.086 -1.180 0.219
```
Positions in Å, forces in eV/Å.

Results
Energy above the lowest of the compared OMol25 structures with the same formula, charge and spin: 0.000 eV
Calculated total energy: -11145.793 eV
Max |F|: 2.64 eV Å⁻¹
E_HOMO: -0.1058 hartree
Multiplicity: 1
M: 272.38 g/mol
Charge: -1
LUMO: 0.0852 Ha


4.
C31H29F5NPS | ωB97M-V/def2-TZVPD

```
68
Properties=species:S:1:pos:R:3:forces:R:3
P 2.189883 6.162581 0.009078 -0.543 0.085 -0.321
N 3.783263 5.461457 0.913206 -0.212 0.288 0.057
C 4.111936 5.932192 1.959616 0.150 -0.411 -0.284
S 4.542582 6.553272 3.345372 0.052 0.190 0.279
H 2.546401 7.440691 0.437159 0.194 -0.015 0.106
H 1.452866 5.305140 0.815187 0.038 -0.027 0.173
H 2.710458 5.651187 -1.171735 0.175 -0.040 0.002
H 1.000376 6.656727 -0.635888 0.067 0.008 -0.032
F -0.534698 3.729628 0.661094 0.008 -0.040 0.041
C -0.031454 2.467277 0.674984 0.020 0.051 -0.021
C -0.906460 1.404155 0.739756 -0.020 -0.006 0.005
C -0.373940 0.122556 0.748371 0.012 -0.018 -0.008
C 0.999841 -0.069632 0.695584 0.001 0.005 0.055
C 1.852299 1.023227 0.630916 -0.026 -0.008 0.004
C 1.336807 2.311639 0.617509 0.053 -0.042 -0.023
H -1.972576 1.580498 0.781493 0.001 0.007 -0.006
H -1.040584 -0.729561 0.793555 -0.001 -0.002 0.003
H 1.405761 -1.071119 0.706949 0.044 0.009 0.020
H 2.923457 0.877348 0.591419 0.002 0.000 0.000
H 1.983010 3.177028 0.564933 0.050 -0.047 0.043
F 0.865957 -3.910068 2.207535 -0.012 0.048 -0.015
C 1.836816 -3.422572 3.012842 0.089 0.012 0.013
C 3.127670 -3.880982 2.842607 0.005 -0.028 -0.045
C 4.123309 -3.374289 3.665677 0.007 0.012 0.006
C 3.820308 -2.431552 4.637975 -0.012 -0.004 -0.001
C 2.512487 -1.991085 4.787558 0.035 -0.004 -0.013
C 1.506666 -2.484080 3.969139 -0.112 0.021 -0.014
H 3.341090 -4.619702 2.081801 -0.010 -0.003 0.003
H 5.141050 -3.720521 3.543666 0.001 -0.004 0.002
H 4.600706 -2.041498 5.276925 0.001 0.002 0.002
H 2.269404 -1.257616 5.544659 0.001 0.010 -0.006
H 0.482522 -2.149326 4.064348 -0.003 -0.016 -0.011
F -0.535509 -1.490983 -2.605969 -0.012 -0.011 -0.005
C 0.478522 -2.384601 -2.561192 0.040 0.024 -0.009
C 0.819696 -2.933938 -1.343158 -0.041 -0.030 0.098
C 1.851590 -3.858022 -1.298104 0.064 -0.029 -0.040
C 2.525761 -4.212217 -2.458780 -0.012 0.015 -0.004
C 2.160658 -3.641701 -3.670484 0.006 -0.004 0.003
C 1.125778 -2.718362 -3.732942 0.003 -0.002 -0.013
H 0.281268 -2.647976 -0.450823 -0.056 -0.040 -0.016
H 2.123663 -4.302224 -0.349737 -0.020 -0.003 0.007
H 3.330715 -4.933572 -2.420461 -0.001 -0.004 -0.003
H 2.682612 -3.916117 -4.577631 -0.004 -0.004 -0.004
H 0.820388 -2.264656 -4.665715 -0.002 0.010 0.005
F -1.313047 -6.085615 -1.776764 0.000 -0.001 -0.001
C -2.346498 -5.509595 -1.129745 0.016 -0.002 0.018
C -3.135281 -6.290380 -0.309008 -0.010 -0.010 0.010
C -4.195070 -5.687387 0.353825 -0.004 0.003 0.005
C -4.450610 -4.332924 0.189598 0.009 0.005 0.003
C -3.639303 -3.573993 -0.643161 -0.009 -0.025 0.026
C -2.574155 -4.160712 -1.311375 0.009 0.070 -0.037
H -2.918116 -7.343848 -0.198477 0.011 0.002 -0.002
H -4.823598 -6.282423 1.003243 -0.003 -0.004 -0.003
H -5.279698 -3.871185 0.708600 -0.002 0.001 0.000
H -3.833315 -2.517794 -0.778184 0.000 0.002 -0.006
H -1.928831 -3.587507 -1.961727 -0.015 -0.021 -0.022
F -1.121274 6.749316 -3.329622 0.000 0.001 0.003
C -2.186339 6.282301 -2.641474 0.019 0.003 -0.014
C -3.444712 6.737556 -2.978182 -0.016 0.008 -0.003
C -4.531188 6.249499 -2.266071 -0.003 -0.004 0.004
C -4.346320 5.331586 -1.241341 0.006 0.005 0.007
C -3.066776 4.895688 -0.924247 -0.051 0.020 -0.041
C -1.970052 5.368893 -1.630413 -0.009 -0.002 0.004
H -3.561494 7.455292 -3.778365 0.009 -0.004 -0.005
H -5.527267 6.590567 -2.515639 -0.001 0.005 0.002
H -5.198406 4.958158 -0.689518 -0.001 -0.001 0.002
H -2.915339 4.185267 -0.123872 0.016 -0.004 0.007
H -0.965664 5.040609 -1.406372 0.007 -0.004 0.009
```
Positions in Å, forces in eV/Å.

Results
Calculated total energy: -67816.807 eV
Max |F|: 0.64 eV Å⁻¹
E_HOMO: -0.3251 hartree
Multiplicity: 1
M: 573.61 g/mol
SMILES: [PH4]N=C=S.Fc1ccccc1.Fc1ccccc1.Fc1ccccc1.Fc1ccccc1.Fc1ccccc1
LUMO: 0.0143 Ha


5.
C4H6N2O | ωB97M-V/def2-TZVPD

```
13
Properties=species:S:1:pos:R:3:forces:R:3
H -1.909106 1.583667 0.783691 0.014 -0.050 0.093
N -1.716567 0.582235 0.708568 0.424 0.127 -0.012
C -0.484093 0.387462 0.472590 -0.302 0.065 0.059
C 0.673871 1.276219 0.313357 0.117 -0.019 -0.032
C 1.733870 0.499791 0.031014 -0.084 0.112 0.028
N 1.398855 -0.852492 -0.015412 -0.024 -0.099 0.010
C 0.048544 -1.031545 0.243645 -0.146 -0.443 -0.028
O -0.548994 -2.080194 0.246812 0.351 0.471 0.069
H 0.672456 2.352571 0.416366 0.013 -0.163 -0.028
H 2.760019 0.796976 -0.148718 -0.156 -0.022 0.031
H 2.020296 -1.610477 -0.245639 -0.066 0.107 0.039
H -2.441481 -0.657669 -1.597311 -0.041 -0.093 -0.099
H -2.207672 -1.246545 -1.208959 -0.100 0.007 -0.129
```
Positions in Å, forces in eV/Å.

Results
Energy above the lowest of the compared OMol25 structures with the same formula, charge and spin: 2.092 eV
Calculated total energy: -9271.409 eV
Max |F|: 0.59 eV Å⁻¹
E_HOMO: -0.3354 hartree
Multiplicity: 1
M: 98.10 g/mol
SMILES: [H]/N=C1\C=CNC1=O.[H][H]
LUMO: -0.0106 Ha


What is the LUMO in the first record? 0.0009 Ha


Look up the calculated total energy of the first one. -49739.554 eV